# 1
{"formula": "C3H13NO3", "method": "ωB97M-V with the def2-TZVPD basis set", "symbols": ["C", "C", "N", "C", "O", "H", "H", "H", "H", "H", "H", "H", "H", "H", "O", "H", "H", "O", "H", "H"], "coordinates": [[1.474395, -1.232771, -0.735244], [1.357039, -0.466641, 0.644682], [2.364875, 0.584716, 0.662540], [1.926317, 1.847541, 1.255280], [0.656864, 2.310805, 0.872608], [1.006824, -2.216368, -0.733382], [2.527192, -1.185588, -1.016135], [0.844653, -0.601996, -1.376608], [0.336301, -0.101365, 0.528025], [1.364930, -1.064935, 1.561800], [3.236974, 0.239652, 1.030258], [2.605262, 2.649990, 0.863192], [1.956928, 1.764192, 2.345559], [0.416663, 1.879996, 0.047673], [-1.135615, 2.110163, -4.870663], [-0.872591, 2.009881, -3.949819], [-1.573923, 2.962108, -4.825134], [-5.308826, -4.772442, 2.519543], [-5.033869, -4.354238, 3.348477], [-5.757241, -4.003376, 2.145056]], "forces_ev_per_a": [[-0.30, 0.94, 1.30], [-0.25, -0.92, -1.07], [-1.60, 0.44, -0.79], [1.59, 0.90, -0.31], [-0.49, -0.75, 0.10], [0.39, -0.16, 0.08], [-0.28, -0.48, -0.40], [0.63, -0.28, -0.43], [0.19, 0.62, 0.82], [0.11, -0.34, -0.22], [0.07, 0.27, 0.16], [0.12, -0.79, 0.86], [-0.23, 0.46, 0.09], [0.04, 0.09, -0.18], [0.01, 0.14, 0.41], [0.20, -0.36, -0.03], [-0.21, 0.23, -0.39], [-0.09, 0.92, 0.44], [0.25, -0.60, 0.10], [-0.16, -0.33, -0.54]], "e_homo_ha": -0.3292, "multiplicity": 1, "charge": 0, "orbital_gap_ev": 9.385, "smiles": "CCNCO.O.O", "relative_energy_kcal_mol": 38.8}


# 2
{"formula": "C3H13NO3", "method": "ωB97M-V with the def2-TZVPD basis set", "symbols": ["C", "N", "C", "C", "O", "H", "H", "H", "H", "H", "H", "H", "H", "H", "O", "H", "H", "O", "H", "H"], "coordinates": [[1.890315, 1.381865, 2.197391], [1.101172, 1.480619, 1.006625], [1.219755, 0.794783, -0.342077], [-0.158812, 0.944694, -1.011085], [-0.369363, -0.054595, -2.041364], [1.263023, 1.619535, 3.068892], [2.690783, 2.194078, 2.314340], [2.290655, 0.362078, 2.168879], [0.508410, 2.302457, 0.987638], [2.033663, 1.280629, -0.894634], [1.470435, -0.285534, -0.227536], [-0.857711, 0.813205, -0.189644], [-0.195909, 1.878012, -1.517256], [-0.062692, -0.866929, -2.589774], [-0.832525, -2.488142, -1.223856], [-1.008461, -1.539945, -1.435665], [-0.916956, -2.899705, -2.088221], [-3.443920, -2.315573, 0.979300], [-2.547166, -2.338744, 0.607211], [-4.074690, -2.262789, 0.230834]], "forces_ev_per_a": [[0.85, 0.91, -0.32], [-1.43, -0.01, -1.39], [0.54, 0.73, 2.05], [2.56, -2.18, -0.12], [-1.65, -1.09, -1.96], [-0.04, -0.79, -0.11], [-0.31, -1.25, -0.53], [0.26, 0.35, 0.79], [0.25, -0.24, -0.24], [-0.20, -0.26, -0.38], [-0.27, 0.73, 0.15], [-0.53, -0.02, -0.41], [-0.50, 0.87, -0.22], [0.82, 2.93, 2.29], [-0.34, 0.33, -0.23], [0.05, -0.47, 0.63], [-0.13, -0.48, 0.07], [-0.34, 0.11, -0.49], [-0.46, -0.09, -0.19], [0.87, -0.07, 0.60]], "e_homo_ha": -0.3041, "multiplicity": 1, "charge": 0, "orbital_gap_ev": 8.669, "smiles": "CNCCO.O.O", "relative_energy_kcal_mol": 65.3}


# 3
{"formula": "C3H13NO3", "method": "ωB97M-V with the def2-TZVPD basis set", "symbols": ["C", "N", "C", "C", "O", "H", "H", "H", "H", "H", "H", "H", "H", "H", "O", "H", "H", "O", "H", "H"], "coordinates": [[0.602277, -1.688733, 1.160021], [0.465094, -0.753244, 0.047033], [-0.109334, -1.293262, -1.201842], [0.955812, -1.890480, -2.118389], [1.353209, -1.115764, -3.180216], [1.539539, -2.251782, 1.001724], [0.996076, -1.222462, 2.102755], [-0.245460, -2.275873, 1.457067], [-0.137405, 0.017497, 0.264048], [-0.477947, -0.404986, -1.769198], [-0.910485, -1.939281, -1.080809], [0.528569, -2.744340, -2.564213], [1.823448, -2.323901, -1.491196], [1.203328, -0.216793, -3.087594], [-2.651174, 2.606172, 1.949775], [-2.400074, 1.944843, 1.284248], [-3.588062, 2.328164, 2.230308], [0.563739, 4.433302, 2.044241], [-0.315780, 4.786215, 1.674923], [0.804629, 4.004708, 1.277314]], "forces_ev_per_a": [[2.44, 0.84, 0.80], [-0.65, -0.07, -0.18], [2.43, 2.40, -0.65], [0.50, -1.31, 2.05], [1.20, -1.67, -1.44], [-0.84, -0.71, -0.50], [-0.92, 0.52, -0.79], [-0.53, -0.58, -0.26], [-0.04, 0.32, 0.71], [-0.09, -0.54, 0.43], [-1.63, -1.49, 0.50], [-0.56, -1.32, -0.59], [-0.93, 1.05, -0.80], [-0.37, 2.56, 0.72], [-2.02, -0.89, 0.31], [-0.16, 0.28, 0.33], [2.18, 0.64, -0.66], [-3.26, 2.31, 1.04], [1.61, -0.45, 1.50], [1.65, -1.88, -2.51]], "e_homo_ha": -0.3423, "multiplicity": 1, "charge": 0, "orbital_gap_ev": 9.517, "smiles": "CNCCO.O.O", "relative_energy_kcal_mol": 50.4}


# 4
{"formula": "C3H13NO3", "method": "ωB97M-V with the def2-TZVPD basis set", "symbols": ["C", "C", "C", "N", "H", "H", "H", "H", "H", "H", "H", "O", "H", "H", "O", "H", "H", "O", "H", "H"], "coordinates": [[2.348882, -0.627628, 1.110357], [1.148752, -0.315533, 0.605897], [-0.037284, -1.222821, 0.705710], [0.880277, 0.933656, 0.010773], [3.091944, 0.134119, 1.298902], [2.372126, -1.521599, 1.709692], [0.141592, -2.257873, 0.407803], [-0.357482, -1.330558, 1.738705], [-0.873585, -0.841406, 0.115934], [0.556804, 0.829921, -0.946231], [1.734602, 1.459899, -0.115510], [-2.823571, -2.106692, 1.725953], [-2.969930, -1.147149, 1.683842], [-3.123717, -2.305290, 2.619403], [-3.279495, 0.651130, 0.891754], [-4.150834, 1.051655, 0.991454], [-2.883795, 1.075749, 0.121099], [2.649430, 2.660264, -4.566150], [2.995262, 1.765213, -4.702322], [2.580023, 3.114941, -5.407066]], "forces_ev_per_a": [[-0.99, 0.28, 0.77], [0.57, -0.09, -0.20], [-0.22, -0.35, -0.15], [0.24, 0.19, -0.58], [0.31, -0.09, -0.42], [0.40, -0.27, 0.02], [0.27, 0.17, -0.27], [-0.17, 0.34, 0.07], [0.03, -0.10, 0.15], [-0.52, -0.19, 0.15], [0.18, 0.15, 0.39], [-0.28, 0.31, 0.48], [0.13, -0.09, -0.45], [0.06, -0.31, -0.05], [-0.12, 0.15, -0.02], [0.12, -0.04, -0.06], [0.00, -0.07, 0.16], [0.01, -0.26, 0.52], [-0.15, 0.53, -0.30], [0.13, -0.28, -0.21]], "e_homo_ha": -0.3014, "multiplicity": 1, "charge": 0, "orbital_gap_ev": 8.802, "smiles": "C=C(C)N.O.O.O", "relative_energy_kcal_mol": 23.9}


# 5
{"formula": "C3H13NO3", "method": "ωB97M-V with the def2-TZVPD basis set", "symbols": ["C", "N", "C", "C", "O", "H", "H", "H", "H", "H", "H", "H", "H", "H", "H", "H", "O", "H", "H", "O"], "coordinates": [[-0.674248, -1.499187, 1.823808], [-0.843625, -1.182999, 0.425599], [-1.359598, 0.207217, 0.319775], [-1.326888, 0.833382, -1.146736], [-0.065769, 0.535729, -1.776733], [0.010387, -2.370353, 1.974271], [-0.208584, -0.612987, 2.346524], [-1.675169, -1.882111, 2.275265], [0.130627, -1.144334, 0.098483], [-0.683042, 0.916306, 0.984636], [-2.381189, 0.187445, 0.744342], [-1.386312, 1.945415, -1.067070], [-2.189037, 0.501350, -1.822733], [-0.344648, 0.075764, -2.592787], [2.084286, 1.563932, -0.617988], [2.529681, 2.375171, 0.556278], [2.687790, 1.599142, 0.062621], [2.339926, -0.599554, -0.271749], [1.319314, -0.424636, -1.242086], [2.036098, -1.024693, -1.073719]], "forces_ev_per_a": [[-1.28, -3.02, 1.79], [2.36, 4.05, 2.27], [-0.75, 1.01, -1.35], [-0.54, 0.05, 0.15], [-1.53, -0.40, -0.37], [-0.38, 0.77, -0.47], [-0.82, -0.82, -0.38], [1.52, 1.29, -0.47], [0.09, -1.27, -1.85], [-1.05, -1.67, -1.12], [0.49, 0.39, -0.15], [-0.20, -0.87, 0.24], [1.10, 0.25, 1.23], [0.85, 0.27, 0.27], [-1.97, 0.25, -2.57], [-0.20, 1.42, 0.76], [2.07, -1.58, 1.77], [1.24, -0.04, 0.49], [-0.68, 0.48, -1.16], [-0.30, -0.55, 0.91]], "e_homo_ha": [-0.5547, -0.5537], "multiplicity": 2, "charge": 1, "orbital_gap_ev": [11.859, 6.107], "relative_energy_kcal_mol": 62.9}


# 6
{"formula": "C3H13NO3S", "method": "ωB97M-V with the def2-TZVPD basis set", "symbols": ["C", "O", "C", "C", "S", "N", "H", "H", "H", "H", "H", "H", "H", "H", "H", "H", "H", "O", "H", "H", "O"], "coordinates": [[1.408913, -1.350296, -0.466290], [-0.172622, -2.255511, 1.933518], [0.469477, -0.365346, -0.882814], [0.820670, 0.319072, -2.234009], [-0.581810, 1.285404, -2.825101], [0.132398, 0.585981, 0.131919], [2.407034, -0.965389, -0.296913], [1.114587, -2.391858, -0.460879], [0.497339, -2.527621, 1.329908], [-0.466980, -0.916258, -0.999995], [1.114930, -0.381993, -3.000508], [1.679336, 0.968919, -1.975195], [-1.360670, 0.203501, -2.946631], [-0.659892, 0.411759, 0.776665], [0.955552, 0.828638, 0.692518], [0.124247, -1.420182, 2.414534], [0.716573, 0.002498, 4.188638], [0.439927, 0.054014, 3.281965], [-0.711286, 0.377838, 2.718254], [-2.338399, 0.494853, 2.519182], [-1.529310, 0.788264, 2.104948]], "forces_ev_per_a": [[-0.08, 1.42, 0.44], [-0.81, 0.55, 0.29], [-2.83, -1.00, -2.32], [0.69, 0.29, 0.81], [0.19, 0.08, 0.27], [2.55, 0.06, 0.81], [0.35, -0.59, 0.44], [0.39, -0.03, 0.35], [0.87, -0.36, -0.07], [-0.13, 0.00, -0.53], [0.21, -0.27, -0.11], [-0.46, 0.03, -0.58], [-0.13, 0.04, -0.14], [-0.56, -0.28, 0.44], [-0.41, 0.50, 0.19], [0.20, -0.12, 0.26], [-0.17, 0.00, 0.43], [0.45, -0.74, -1.27], [-0.28, 0.80, 0.43], [-0.25, -0.12, -0.05], [0.22, -0.26, -0.09]], "e_homo_ha": -0.3053, "multiplicity": 1, "charge": 0, "orbital_gap_ev": 4.395, "relative_energy_kcal_mol": 136.1}


| no. | strongest force on any atom (eV/Å) |
| --- | --- |
| 1 | 1.85 |
| 2 | 3.81 |
| 3 | 4.13 |
| 4 | 1.28 |
| 5 | 5.21 |
| 6 | 3.79 |